No. 1
Computed, not measured: a molecular structure, C30H24FeIN3PS2, with ωB97M-V/def2-TZVPD.

Atoms and positions in Å:
Fe: 1.076729 -1.021021 -0.626157
C: 5.630621 -2.536349 -3.781256
S: 4.396682 -1.254968 -4.065581
C: 3.568950 -1.273001 -2.560697
S: 2.140708 -0.232401 -2.521316
N: 3.981122 -1.942882 -1.538624
N: 3.082564 -1.875134 -0.495598
C: 3.523509 -2.140521 0.667310
C: 2.495711 -2.256263 1.713910
C: 2.767416 -2.729803 2.978776
C: 1.703938 -2.933886 3.852271
C: 0.414909 -2.674348 3.418104
C: 0.231781 -2.183157 2.135397
N: 1.251042 -1.956872 1.304338
H: 6.266792 -2.520747 -4.663876
H: 5.151162 -3.506911 -3.686531
H: 6.218193 -2.308832 -2.897138
H: 4.574577 -2.323817 0.867317
H: 3.786237 -2.949803 3.268384
H: 1.883087 -3.307510 4.851742
H: -0.440970 -2.848588 4.054906
H: -0.762814 -1.970031 1.757156
I: -0.884450 -2.397349 -1.661624
C: -2.584087 -1.970835 -0.496594
C: -3.337433 -3.100710 -0.341891
C: -4.643910 -3.011473 0.180267
C: -5.157936 -1.782585 0.438346
C: -4.385493 -0.604174 0.273196
C: -5.017255 0.642825 0.498192
C: -4.335781 1.811039 0.367266
C: -2.959820 1.758963 0.093473
C: -2.287436 0.578185 -0.122617
P: -0.482310 0.845270 -0.174405
C: -0.110483 1.892915 1.256893
C: -0.054070 3.283202 1.166030
C: 0.217877 4.042051 2.294919
C: 0.436205 3.424217 3.518418
C: 0.373408 2.041494 3.618490
C: 0.106304 1.280356 2.491156
C: -0.185064 1.859105 -1.654134
C: -1.068351 1.816650 -2.729073
C: -0.786768 2.528752 -3.889433
C: 0.370966 3.283937 -3.977451
C: 1.262004 3.323095 -2.908850
C: 0.993648 2.604381 -1.757431
C: -3.016235 -0.660061 -0.126004
H: -2.958896 -4.065783 -0.650422
H: -5.229994 -3.909493 0.316587
H: -6.182120 -1.675600 0.772640
H: -6.067070 0.642640 0.764218
H: -4.824179 2.764441 0.513268
H: -2.410469 2.692500 0.085424
H: -0.222921 3.782733 0.221289
H: 0.258160 5.120235 2.216264
H: 0.654131 4.021559 4.393787
H: 0.534647 1.557562 4.572701
H: 0.053360 0.205069 2.582451
H: -1.981910 1.237875 -2.666301
H: -1.478201 2.494050 -4.720670
H: 0.582470 3.845268 -4.877796
H: 2.167032 3.911822 -2.977186
H: 1.700477 2.632733 -0.936221

Forces on the atoms, in the same order (eV/Å):
Fe 0.8832 0.0379 0.0160
C 0.0784 0.0478 -0.0690
S -0.0266 -0.0493 0.0756
C -0.0639 0.1910 -0.1299
S -0.3612 -0.1782 0.1485
N -0.3380 0.0723 0.3175
N 0.4140 -0.0134 -0.3487
C -0.2370 -0.0975 0.3677
C 0.2770 0.0476 -0.1653
C -0.0358 -0.0214 0.1596
C 0.0466 -0.0042 0.0000
C -0.0127 -0.0191 -0.0094
C 0.0046 -0.0333 -0.0170
N -0.3601 0.0351 0.0941
H 0.0009 -0.0253 0.0074
H -0.0003 0.0072 0.0210
H 0.0121 0.0100 -0.0013
H -0.0230 -0.1158 -0.0573
H -0.0187 -0.0014 0.0027
H -0.0024 -0.0031 -0.0109
H 0.0126 0.0056 -0.0059
H 0.0125 0.0448 0.0103
I -0.1208 -0.0022 -0.5028
C 0.1475 0.0347 0.1739
C -0.2909 0.0390 0.1604
C 0.1553 -0.1439 -0.0708
C -0.0443 0.1261 0.0023
C -0.0828 0.0112 0.0454
C -0.0515 -0.0686 0.0225
C 0.1009 0.0505 -0.0304
C -0.1315 0.0675 0.0711
C -0.0083 -0.2532 -0.0325
P 0.0524 0.3436 -0.3274
C 0.1516 -0.0671 0.0444
C -0.0279 0.0539 0.0115
C -0.0145 -0.0189 -0.0199
C -0.0025 0.0075 0.0030
C -0.0094 -0.0114 -0.0387
C 0.0034 0.0417 0.0321
C -0.0254 -0.0593 0.0506
C -0.0355 -0.0209 -0.0696
C -0.0341 -0.0576 0.0297
C 0.0421 0.0168 0.0331
C -0.0401 -0.0215 -0.0146
C -0.0026 0.0636 0.0243
C -0.0322 -0.0350 -0.0305
H -0.0004 -0.0004 0.0107
H 0.0054 0.0075 -0.0127
H 0.0098 0.0054 -0.0013
H 0.0177 -0.0076 0.0161
H 0.0172 -0.0051 -0.0051
H -0.0080 -0.0114 0.0013
H 0.0101 -0.0032 -0.0062
H 0.0035 -0.0082 -0.0015
H -0.0112 -0.0075 -0.0067
H -0.0016 0.0009 -0.0085
H 0.0057 -0.0167 0.0133
H -0.0033 0.0205 -0.0003
H 0.0003 0.0019 0.0127
H 0.0040 -0.0050 0.0081
H -0.0059 -0.0052 0.0044
H -0.0043 0.0000 0.0030

Computed properties:
- Multiplicity: 6
- Gap between HOMO and LUMO (spin up / spin down): 7.4 / 5.8 eV
- LUMO energy (spin up / spin down): -6.51 / -8.14 eV
- HOMO (spin up / spin down): -0.5110 / -0.5115 Ha
- Charge: +2
- Relative energy (zero: lowest compared OMol25 entry of this formula, charge and spin): 0.0 kcal/mol
- E_tot: -109402.5514 eV

Okay, here come the Mulliken numbers, in e, for every atom:
1 Fe 0.0157
2 C -0.8233
3 S 0.0695
4 C 0.4556
5 S -0.1317
6 N -0.7977
7 N 0.3156
8 C -0.7113
9 C 0.9257
10 C -0.7365
11 C -0.4412
12 C -0.7256
13 C -0.4585
14 N 0.3538
15 H 0.3634
16 H 0.2960
17 H 0.2814
18 H 0.4654
19 H 0.4742
20 H 0.4726
21 H 0.4920
22 H 0.4974
23 I 0.1156
24 C -0.1227
25 C -0.7759
26 C -0.9629
27 C -0.8517
28 C 0.8302
29 C -0.7526
30 C -1.3217
31 C -0.6381
32 C 0.7508
33 P 1.8114
34 C 0.7953
35 C -0.3143
36 C -0.8699
37 C -0.5974
38 C -0.7086
39 C -0.3430
40 C 0.4714
41 C -0.7225
42 C -0.7340
43 C -0.6551
44 C -0.6895
45 C -0.4724
46 C 1.1755
47 H 0.4868
48 H 0.4202
49 H 0.4276
50 H 0.4320
51 H 0.4628
52 H 0.3666
53 H 0.4421
54 H 0.4410
55 H 0.4242
56 H 0.4620
57 H 0.2304
58 H 0.4231
59 H 0.4634
60 H 0.4480
61 H 0.4627
62 H 0.5367

***

No. 2
Computed, not measured: 12 unconnected molecules or ions with the total composition C34H100N8O12, with ωB97M-V/def2-TZVPD.

Atoms and positions in Å:
C: -6.968366 -5.765241 -4.438567
O: -6.672193 -5.611922 -3.064053
C: -5.274417 -5.534252 -2.755185
C: -4.882865 -4.070272 -2.574058
C: -5.827056 -3.210656 -1.715515
N: -4.793730 -3.405492 -3.886972
H: -6.224728 -6.352187 -4.977637
H: -7.083365 -4.794347 -4.920488
H: -7.994299 -6.127110 -4.506517
H: -5.177978 -6.058582 -1.804466
H: -4.568406 -5.998657 -3.443657
H: -3.934973 -3.959277 -2.047475
H: -5.263103 -2.309070 -1.476341
H: -5.995480 -3.671100 -0.742010
H: -6.811133 -3.020558 -2.143949
H: -5.748696 -3.415993 -4.215664
H: -4.379915 -4.015696 -4.577264
C: 7.139789 -2.369503 4.410189
O: 7.446837 -1.148138 3.788856
C: 7.381793 -0.997487 2.326494
C: 7.828591 0.480688 2.083803
C: 6.918025 1.524246 2.672114
N: 7.922409 0.795142 0.677117
H: 6.103482 -2.591891 4.155779
H: 7.189690 -2.222540 5.489084
H: 7.886155 -3.140751 4.219929
H: 8.029581 -1.689883 1.788837
H: 6.352875 -1.179902 2.016419
H: 8.794029 0.553307 2.584551
H: 6.594985 1.386677 3.704014
H: 5.986425 1.489202 2.107328
H: 7.317650 2.526391 2.516806
H: 7.136753 0.372915 0.203211
H: 8.786611 0.433423 0.299717
C: 1.691824 0.273336 0.060472
O: 0.507868 -0.560549 0.181854
C: -0.184209 -0.965693 -0.998717
C: -0.748770 0.228488 -1.819361
C: -1.743673 1.076142 -1.010123
N: -1.390543 -0.229081 -3.044551
H: 2.566068 -0.185218 -0.401615
H: 2.012370 0.492575 1.078943
H: 1.474565 1.197255 -0.475506
H: 0.411824 -1.590025 -1.664342
H: -0.984675 -1.620992 -0.655319
H: 0.167719 0.725961 -2.136661
H: -2.057216 2.001354 -1.493622
H: -1.209951 1.343726 -0.098180
H: -2.617867 0.487394 -0.732165
H: -0.670351 -0.801944 -3.460789
H: -2.073801 -0.944162 -2.839824
C: 2.854611 -4.430168 1.128456
O: 1.626764 -4.771508 0.513780
C: 1.756153 -5.488319 -0.689356
C: 0.366893 -6.089836 -1.205278
C: -0.314955 -7.048632 -0.198472
N: 0.672313 -6.793456 -2.480470
H: 2.682178 -3.988139 2.109767
H: 3.273652 -3.665665 0.474217
H: 3.450188 -5.323008 1.318781
H: 2.270212 -4.830979 -1.390598
H: 2.489594 -6.279086 -0.531714
H: -0.330759 -5.281549 -1.424482
H: -1.383292 -7.093541 -0.409989
H: -0.166604 -6.686184 0.818741
H: 0.247971 -7.979939 -0.260869
H: 1.278838 -7.589771 -2.345907
H: -0.253674 -7.151980 -2.665148
C: 4.883618 0.700389 -3.629059
O: 5.289297 -0.555430 -3.001886
C: 4.727447 -1.711874 -3.581045
C: 5.325340 -2.047652 -4.973771
C: 4.792782 -3.421394 -5.393183
N: 6.756597 -2.254461 -5.024142
H: 5.323063 1.521448 -3.062623
H: 3.799320 0.797888 -3.682963
H: 5.359581 0.649832 -4.608340
H: 4.886926 -2.515831 -2.862495
H: 3.638294 -1.753274 -3.569669
H: 5.069229 -1.374249 -5.791727
H: 5.382317 -3.845884 -6.205814
H: 3.773279 -3.438045 -5.778446
H: 4.910307 -4.153069 -4.593859
H: 7.020148 -2.081448 -5.983672
H: 7.168019 -1.565975 -4.410280
C: 0.698875 4.209151 2.941995
O: 1.565780 5.270020 3.015757
C: 1.825491 5.844537 4.304919
C: 3.112333 5.445397 5.071623
C: 3.109002 3.999825 5.635583
N: 3.544687 6.440086 6.061368
H: 0.971603 3.323260 3.515495
H: 0.586056 3.908333 1.900421
H: -0.323430 4.529378 3.143102
H: 1.885776 6.903310 4.052988
H: 0.964140 5.600504 4.926705
H: 3.914717 5.367872 4.337955
H: 2.901788 3.274756 4.848542
H: 2.293836 3.805031 6.332480
H: 4.054630 3.775679 6.129183
H: 4.522675 6.356413 6.299347
H: 3.596599 7.223057 5.425475
C: -3.743948 1.369230 4.241893
O: -4.791335 1.477066 3.337129
C: -5.262660 2.826882 3.095040
C: -6.640448 2.848643 2.428917
C: -6.458391 2.445434 0.993193
N: -7.211803 4.199101 2.502616
H: -2.927316 2.057550 4.024096
H: -3.302228 0.373343 4.276514
H: -4.053075 1.446621 5.284267
H: -5.261717 3.472117 3.973539
H: -4.580305 3.355498 2.429405
H: -7.315035 2.129193 2.893076
H: -5.845918 1.543771 0.990809
H: -5.958241 3.168518 0.348915
H: -7.401494 2.147819 0.534849
H: -6.887830 4.687523 1.680063
H: -6.715620 4.644048 3.261513
C: -1.101772 9.553299 0.799244
O: -2.284418 8.977568 0.306259
C: -2.401317 7.571111 0.516198
C: -3.650839 6.971110 -0.220132
C: -3.520001 7.254814 -1.770867
N: -4.872712 7.689864 0.145495
H: -1.032640 10.641091 0.794566
H: -0.318696 9.052357 0.230091
H: -0.919795 9.312426 1.846599
H: -1.625687 6.934118 0.091065
H: -2.399438 7.401742 1.592960
H: -3.657037 5.908083 0.020713
H: -3.352475 8.308142 -1.995708
H: -4.370561 6.904386 -2.355526
H: -2.592835 6.745853 -2.034362
H: -5.577767 7.559548 -0.565845
H: -4.574570 8.628798 -0.077299
C: -1.101104 -3.897550 4.164669
C: -2.096163 -5.053010 4.350555
O: -2.028228 -5.565590 5.707219
H: -1.193349 -3.018595 4.802658
H: -1.047761 -3.604738 3.116087
H: -0.109392 -4.259844 4.435495
H: -1.862712 -5.935222 3.754491
H: -3.055734 -4.705696 3.967546
H: -2.395726 -6.452031 5.734811
O: -0.297147 -3.936615 -4.811077
H: -0.001902 -4.702609 -4.318835
H: -1.169071 -4.175110 -5.125887
O: 0.460266 -1.579882 -7.448859
H: 0.802848 -2.009556 -8.232599
H: 0.265252 -2.298295 -6.847136
O: -4.537701 2.179922 -4.342825
H: -4.407110 2.228760 -5.289817
H: -3.831700 1.613123 -4.032127

Forces on the atoms, in the same order (eV/Å):
C -0.7969 0.8123 0.1740
O 0.9420 -0.6464 -0.5955
C -0.6556 0.7963 1.5707
C -0.2533 0.5689 -0.2186
C 0.4472 -0.5748 0.5439
N -0.2698 -0.0163 0.0044
H -0.1915 -0.2532 0.0251
H 0.4648 0.2968 -0.2377
H 0.2294 -0.7486 0.0058
H 0.0906 -0.0901 0.1354
H -0.4013 -0.2489 -0.5225
H 0.4144 -0.4788 -0.2483
H -0.4345 0.3401 -0.3236
H -0.0693 -0.2908 0.0117
H 0.2278 0.1293 -0.2116
H -0.3561 0.6261 -0.1014
H 0.6566 -0.2169 0.0083
C -0.1847 0.5270 -0.1466
O 0.7468 0.7183 -1.0215
C -0.0762 0.7630 2.0760
C -0.1860 -0.8698 0.6261
C -1.1751 0.0677 0.2414
N 0.6108 -0.0669 -0.2249
H 0.0148 -0.8522 -0.0383
H -0.0944 0.3282 0.0107
H -0.2660 -0.3478 -0.5408
H 0.2505 -0.1165 0.1480
H -0.2588 0.0859 -0.2082
H 0.2490 0.0642 -0.2867
H 0.4942 -0.1323 0.1291
H -0.2156 0.0950 -0.2164
H 0.1546 -0.1200 0.1197
H -0.0038 0.0008 -0.3794
H -0.0971 -0.1489 -0.3233
C -0.8436 -0.4158 0.1294
O 0.8946 0.1750 -0.1591
C -0.2422 0.8097 0.2783
C -0.5248 -0.5548 0.5259
C 1.2952 -0.0644 0.2837
N 0.5839 -0.4843 -0.2589
H -0.2061 -0.5307 -0.4028
H -0.3105 0.1334 0.0089
H -0.0198 0.1156 0.0960
H 0.5365 0.0132 -0.1054
H -0.2044 0.1035 0.1954
H -0.3021 0.8141 0.0116
H 0.0471 -0.1856 -0.2541
H -0.2876 0.1415 0.2783
H -0.0224 -0.0625 -0.0810
H 0.1838 -0.0379 -0.9354
H -0.6575 0.0258 0.3423
C -0.7284 0.1888 -0.3538
O -1.1642 -0.3746 0.8354
C -0.5409 -0.1193 0.2089
C 2.0804 0.1606 0.7065
C 1.2016 1.0309 0.0489
N -1.0879 1.1601 0.2857
H -0.4085 0.0901 -0.1398
H 0.9497 -0.1380 0.1645
H 0.4501 0.0236 -0.4346
H -0.4742 0.0981 -0.7628
H -0.0926 -0.7222 0.0156
H 0.2286 0.2165 -0.1268
H 0.1171 -0.5167 -0.0110
H -0.2148 0.1576 0.0649
H -0.5622 -0.3737 -0.0095
H 0.0841 -0.1103 0.2675
H 0.0410 -0.6193 -0.8432
C 0.9742 -1.5086 0.1005
O -0.6751 1.0371 0.3704
C 0.7372 -0.0909 -0.4256
C -1.1874 -1.9259 -0.4152
C -0.5737 -0.5061 -0.4528
N 0.4329 0.5983 1.1419
H -0.0807 -0.2012 0.0906
H -0.0191 -0.0505 -0.0760
H -0.4202 0.5919 -0.3169
H 0.9013 -0.2151 -0.1271
H -0.3937 0.7916 -0.6685
H -0.6405 0.6192 0.4387
H 0.2213 0.2862 -0.1110
H -0.2754 0.1656 0.3440
H -0.1616 0.1028 0.2194
H 0.5175 0.0798 0.1091
H 0.6043 0.2265 -0.1644
C -1.2401 -0.6438 -0.6012
O 1.9272 0.5676 0.2982
C -0.2694 -0.1089 0.0791
C 1.1591 -2.4092 -0.6663
C -0.9331 0.4557 0.0090
N -1.0825 0.6937 -0.7566
H 0.0288 0.0360 0.2468
H 0.5940 -0.0754 -0.1829
H -0.2728 -0.0323 0.7769
H -0.1452 0.2020 0.5127
H -0.1786 0.4570 0.2918
H -0.0510 0.1596 -0.6798
H 0.4559 0.0605 -0.2680
H 0.0067 0.3604 0.4028
H -0.0178 -0.0537 -0.1080
H 0.1532 -0.7799 0.1747
H -0.1504 1.0956 0.4452
C 0.7019 -0.2472 0.7933
O -1.0067 0.7967 -0.5344
C 0.3173 -0.5267 0.1529
C 0.4496 0.1372 -0.2298
C -0.2507 -1.2841 -0.5212
N 0.4328 -0.3158 0.1546
H 0.0483 0.2633 0.0597
H -0.1929 -0.2497 -0.8573
H -0.3215 0.7594 0.1880
H -0.1237 -0.4734 0.7305
H 0.3741 -0.1144 -0.3591
H 0.0896 -0.0035 0.2879
H 0.0999 -0.0947 -0.1420
H -0.0068 0.2944 0.2193
H -0.0859 0.2528 -0.1068
H -0.1259 0.3062 -0.1904
H -0.3656 0.5271 0.3237
C 0.7555 -1.2494 0.3102
O -0.9873 -0.0447 -0.3754
C -0.9722 -0.2375 -0.3059
C -0.1104 2.1996 -1.3674
C 1.5178 -1.0745 1.0774
N 0.0626 0.1359 0.9703
H -0.5695 -0.0964 -0.8093
H 0.6969 0.5951 0.0208
H -0.1919 -0.3585 0.3314
H 0.9226 0.5573 -0.0916
H -0.3205 -0.2416 0.1547
H -0.2551 -0.0304 -0.1076
H -0.1580 0.0723 0.3805
H 0.1131 -0.2532 0.1724
H -0.0553 -0.1754 -0.8522
H -0.2234 -0.5610 -0.0458
H -0.2245 0.7019 0.5555
C 0.8316 -0.9975 0.2083
C 0.6445 -0.1914 0.3048
O -0.3865 1.0514 -0.3462
H -0.8209 -0.0919 -0.0401
H -0.1757 0.1077 0.0231
H 0.1726 -0.1915 -0.1529
H 0.4368 0.3624 -0.6609
H -0.5910 -0.0953 0.7756
H -0.0924 0.0507 -0.1373
O 0.0224 0.3544 -0.1532
H 0.3197 -0.3590 0.2462
H -0.2600 0.0063 -0.0802
O -0.0221 0.2552 -0.0379
H 0.0910 -0.0661 -0.2060
H -0.0430 -0.2501 0.3490
O -0.2357 0.1739 0.1253
H 0.0261 0.0146 -0.2207
H 0.2963 -0.2353 0.1301

Computed properties:
- SMILES: COC[C@H](C)N.COC[C@H](C)N.COC[C@H](C)N.COC[C@H](C)N.COC[C@H](C)N.COC[C@H](C)N.COC[C@H](C)N.COC[C@H](C)N.CCO.O.O.O
- Gap between HOMO and LUMO: 9.0 eV
- LUMO energy: 0.00 eV
- HOMO: -0.3305 Ha
- Relative energy (zero: lowest compared OMol25 entry of this formula, charge and spin): 87.4 kcal/mol
- E_tot: -73362.1226 eV

Mulliken population analysis, charges in e, atoms 1 to 99:
1 C -0.7260
2 O -0.3667
3 C -0.7838
4 C 0.6019
5 C -1.3706
6 N -0.6875
7 H 0.3052
8 H 0.2736
9 H 0.2630
10 H 0.3864
11 H 0.4167
12 H 0.1775
13 H 0.3535
14 H 0.3593
15 H 0.2905
16 H 0.2427
17 H 0.2634
18 C -0.6970
19 O -0.3043
20 C -0.5454
21 C 0.3661
22 C -1.3287
23 N -0.6556
24 H 0.2566
25 H 0.2387
26 H 0.2795
27 H 0.3920
28 H 0.2653
29 H 0.3651
30 H 0.3449
31 H 0.2190
32 H 0.3226
33 H 0.2083
34 H 0.2791
35 C -0.6694
36 O -0.3753
37 C -0.5842
38 C 0.5660
39 C -1.4069
40 N -0.6540
41 H 0.2148
42 H 0.2630
43 H 0.3030
44 H 0.4015
45 H 0.2256
46 H 0.3081
47 H 0.3788
48 H 0.3002
49 H 0.2845
50 H 0.2619
51 H 0.1833
52 C -0.7714
53 O -0.1260
54 C -1.0002
55 C 0.6511
56 C -1.3263
57 N -0.6933
58 H 0.2041
59 H 0.2634
60 H 0.3388
61 H 0.3964
62 H 0.4052
63 H 0.1532
64 H 0.3428
65 H 0.2944
66 H 0.3403
67 H 0.2782
68 H 0.2703
69 C -0.7489
70 O -0.2932
71 C -0.7186
72 C 0.6246
73 C -1.5275
74 N -0.7247
75 H 0.2301
76 H 0.2830
77 H 0.3196
78 H 0.3144
79 H 0.3358
80 H 0.3181
81 H 0.3727
82 H 0.3254
83 H 0.3601
84 H 0.2727
85 H 0.2487
86 C -0.6543
87 O -0.3842
88 C -0.6603
89 C 0.6355
90 C -1.4527
91 N -0.7707
92 H 0.2501
93 H 0.2840
94 H 0.3405
95 H 0.2802
96 H 0.3457
97 H 0.2046
98 H 0.3003
99 H 0.3557